# 1
71
Properties=species:S:1:pos:R:3:lowdin_charge:R:1 method="wB97M-V/def2-TZVPD" charge=-2 gap_ev=6.8092 lumo_energy_ev=4.27
Bi -0.71 0.05 0.49 1.57
S 0.43 2.15 -0.53 0.61
S -1.54 1.86 2.13 0.58
O 1.68 0.43 2.03 -0.05
O 1.72 -3.55 -0.06 0.04
O 5.69 -1.34 0.99 0.06
O 0.66 -0.52 -4.44 -0.10
O -2.51 -0.99 1.80 -0.23
O -0.67 -0.51 -1.87 -0.27
N 3.67 -0.56 1.61 0.21
N 1.64 -1.56 0.98 0.08
N -3.86 0.07 0.26 0.04
N 3.48 6.88 1.83 0.14
N -2.76 0.45 -0.43 -0.19
N 0.71 6.90 4.74 0.14
C -2.98 1.11 -1.53 -0.09
C 0.70 6.09 3.92 -0.21
C 2.27 -2.52 0.30 -0.48
C 3.75 -2.27 -0.09 -0.31
C 1.51 4.19 0.85 -0.07
C 4.50 -3.61 -0.19 -0.20
C -7.24 -1.50 2.07 -0.11
C 3.20 -0.19 -1.55 -0.08
C -2.38 2.20 -3.61 -0.08
C -5.82 -3.02 3.28 -0.10
C -0.28 4.09 2.95 -0.07
C 0.67 -1.81 -3.87 -0.09
C -2.08 1.26 -2.62 -0.19
C 3.76 -1.61 -1.49 -0.16
C 4.50 -4.36 1.14 -0.09
C 2.63 6.09 1.85 -0.21
C -0.67 1.30 -5.01 -0.03
C -7.09 -2.57 2.93 -0.12
C -0.34 3.11 1.96 -0.69
C -4.85 -1.32 1.87 -0.14
C -4.71 -2.39 2.75 -0.03
C -1.67 2.25 -4.78 -0.13
C 2.25 -0.53 1.52 -0.62
C -0.35 0.35 -4.06 -0.20
C -0.99 0.33 -2.78 -0.36
C 4.47 -1.37 0.88 -0.44
C -3.63 -0.70 1.30 -0.54
C -6.12 -0.88 1.53 -0.04
C 0.67 5.11 2.92 -0.21
C 0.54 3.19 0.86 -0.68
C 1.61 5.13 1.86 -0.21
H -6.21 -0.06 0.84 0.10
H 2.21 4.22 0.02 0.11
H 1.52 -2.33 -4.33 0.08
H 3.17 -2.25 -2.15 0.11
H -8.23 -1.15 1.81 0.09
H -0.13 1.29 -5.95 0.11
H 5.03 -3.79 1.89 0.07
H -7.96 -3.07 3.33 0.09
H -1.89 2.99 -5.54 0.08
H 5.53 -3.42 -0.50 0.11
H -4.00 1.45 -1.69 0.13
H 4.10 0.14 2.21 0.16
H -3.19 2.89 -3.43 0.10
H 3.07 0.11 -2.59 0.08
H 4.00 -4.22 -0.94 0.11
H 4.79 -1.60 -1.86 0.12
H 3.48 -4.52 1.48 0.07
H 0.79 -1.79 -2.79 0.07
H 4.99 -5.33 1.03 0.06
H -0.25 -2.36 -4.11 0.09
H -5.71 -3.85 3.96 0.09
H -3.71 -2.72 3.00 0.11
H 2.23 -0.12 -1.07 0.03
H 3.88 0.52 -1.07 0.08
H -1.00 4.05 3.75 0.10

# 2
70
Properties=species:S:1:pos:R:3:mulliken_spin:R:1 method="wB97M-V/def2-TZVPD" s_squared=1.207 charge=-1 gap_ev="5.3309 / 5.3219" de_lowest_kcal_mol=32.6 spin_multiplicity=2 lumo_energy_ev="2.00 / 2.05"
Br 1.56 0.34 -3.42 0.00
V -0.46 0.63 0.96 1.71
S -2.43 1.13 -2.63 -0.06
S -2.55 3.05 0.78 0.01
O -3.61 3.66 1.63 0.00
O -0.51 -4.86 1.80 0.00
O -1.31 2.10 -2.33 -0.01
O -2.43 -0.09 -1.08 -0.20
O 0.73 -0.92 0.94 -0.01
N 0.38 -1.77 -1.53 0.00
N -1.38 2.27 1.73 -0.02
N -1.58 0.23 -0.22 -0.50
N 0.62 1.06 2.88 0.04
N 0.10 -2.63 -0.56 0.00
C 0.71 2.59 4.75 0.00
C -0.05 6.71 -0.42 0.00
C -1.35 4.02 3.51 0.00
C -1.27 6.88 0.22 0.00
C 3.46 -3.77 2.26 0.00
C -1.52 -3.12 -5.00 0.00
C 1.66 -5.35 2.54 0.00
C 1.23 -3.20 1.52 0.00
C -0.01 -3.27 -6.85 0.00
C -0.78 4.45 4.72 0.00
C 0.68 -1.28 -3.85 0.00
C 2.18 0.69 4.64 0.00
C 0.41 5.44 -0.72 0.01
C 0.22 3.77 5.36 0.00
C -1.88 -4.79 -6.70 0.00
C 0.79 -4.45 1.95 0.00
C -0.33 4.32 -0.37 0.01
C -0.75 -4.33 -7.37 0.00
C 3.00 -5.01 2.70 0.00
C -2.02 5.76 0.58 0.00
C 0.39 -2.18 -2.74 0.01
C 0.29 -2.20 0.86 0.00
C -0.91 2.86 2.89 -0.04
C 1.59 0.35 3.41 0.00
C 1.75 1.80 5.30 0.00
C 0.42 -1.53 -5.14 0.00
C 0.16 2.16 3.53 0.01
C -0.37 -2.66 -5.65 0.00
C -2.26 -4.17 -5.52 0.00
C -1.54 4.49 0.30 -0.01
C 2.57 -2.88 1.68 0.00
H 1.35 5.31 -1.24 0.00
H -0.44 -4.79 -8.30 0.00
H 0.63 4.11 6.30 0.00
H 0.53 7.58 -0.71 0.00
H -2.98 5.85 1.08 0.00
H -0.70 -2.30 1.34 0.02
H 2.19 2.10 6.24 0.00
H -2.45 -5.61 -7.10 0.00
H -1.64 7.87 0.44 0.00
H -2.16 4.58 3.08 0.00
H 2.97 0.07 5.04 0.00
H 0.19 -3.22 -2.99 0.00
H 0.00 3.33 -0.64 0.01
H 4.50 -3.51 2.38 0.00
H 1.91 -0.52 2.84 0.01
H 2.90 -1.90 1.33 0.00
H 0.20 -3.62 -0.77 0.00
H -1.86 -2.61 -4.10 0.00
H -3.16 -4.50 -5.00 0.00
H -1.05 -4.12 1.48 0.00
H -1.16 5.36 5.17 0.00
H 0.82 -0.85 -5.88 0.00
H 3.68 -5.71 3.16 0.00
H 1.28 -6.30 2.88 0.00
H 0.87 -2.91 -7.38 0.00

# 3
73
Properties=species:S:1:pos:R:3:lowdin_charge:R:1 method="wB97M-V/def2-TZVPD" charge=+1 gap_ev=7.2522 de_lowest_kcal_mol=22.5 lumo_energy_ev=-4.62
Ti 0.64 0.49 1.56 1.13
Cl -0.94 -3.55 -5.02 0.78
Cl -2.71 1.16 -3.13 0.83
S -1.97 1.19 2.38 0.70
F 1.31 -2.01 -3.96 0.06
F 1.39 2.11 1.67 -0.30
F -0.59 2.40 -1.26 0.06
F 1.21 0.26 -4.89 0.13
O 0.58 2.29 4.76 0.10
O -1.44 1.15 1.00 -0.36
O -1.32 -3.09 2.08 0.13
O -3.02 0.25 2.64 -0.23
O -0.16 -1.24 1.61 -0.17
N -0.61 1.04 3.24 -0.15
N 2.28 -0.40 0.48 0.02
N -1.42 -1.49 -2.90 0.18
N 2.11 -0.38 3.07 -0.31
C -2.26 0.18 -4.48 -0.58
C -2.50 0.60 -5.77 -0.07
C -1.47 3.17 3.87 -0.12
C -1.59 4.39 4.52 0.02
C -1.67 -1.50 -6.61 -0.07
C 2.80 -1.53 2.45 -0.16
C -2.67 5.20 4.19 -0.04
C 3.10 0.66 3.45 -0.05
C -3.61 4.80 3.24 -0.05
C 0.88 0.25 -3.60 -0.21
C -1.02 -2.19 1.34 -0.59
C -2.19 -0.23 -6.83 -0.03
C 1.95 -3.46 -1.23 -0.03
C 0.23 1.39 -1.55 -0.28
C -2.41 2.80 2.92 -0.21
C 1.77 -0.35 -0.71 -0.21
C -1.43 -1.92 -5.31 -0.58
C 0.67 0.57 -0.60 -0.05
C 0.56 1.38 -2.97 0.07
C -1.52 -2.12 -0.11 -0.02
C 2.20 -1.11 -1.96 -0.10
C -0.31 -2.31 -1.00 -0.14
C -0.28 -1.61 -2.28 -0.02
C -0.39 2.16 4.04 -0.46
C 1.45 -0.87 4.30 -0.05
C 0.64 -3.20 -0.65 0.05
C 2.71 -2.51 -1.77 -0.02
C -3.50 3.58 2.59 -0.02
C 3.35 -1.16 1.08 -0.13
C -1.66 -1.05 -4.25 -0.27
C 1.02 -1.12 -2.96 -0.26
H 2.99 -0.50 -2.42 0.18
H 2.35 -4.46 -1.10 0.13
H -2.23 -1.85 -2.40 0.18
H 1.05 -0.03 4.85 0.08
H 4.22 -0.51 1.16 0.13
H 2.07 -2.33 2.35 0.13
H 0.51 2.30 -3.53 0.15
H 0.64 -1.55 4.03 0.09
H -4.44 5.45 3.01 0.11
H 3.70 -2.74 -2.13 0.13
H 0.41 -3.80 0.23 0.14
H -2.28 -2.89 -0.26 0.14
H 3.59 1.07 2.57 0.09
H -4.23 3.25 1.86 0.13
H 3.60 -1.88 3.11 0.14
H 2.18 -1.39 4.92 0.10
H -2.79 6.15 4.68 0.11
H 3.86 0.22 4.11 0.11
H -1.96 -1.13 -0.26 0.13
H -2.37 0.09 -7.84 0.12
H -2.95 1.57 -5.94 0.12
H -0.86 4.68 5.26 0.13
H -1.48 -2.18 -7.43 0.12
H 3.63 -2.04 0.51 0.11
H 2.59 1.46 3.97 0.08

# 4
73
Properties=species:S:1:pos:R:3:mulliken_spin:R:1 method="wB97M-V/def2-TZVPD" s_squared=2.039 gap_ev="5.4102 / 5.5731" de_lowest_kcal_mol=11.8 spin_multiplicity=3 lumo_energy_ev="-2.80 / -2.67"
Mo -16.97 -5.19 -5.68 1.94
S -14.22 -12.66 -7.14 0.00
S -18.59 -6.85 -4.98 -0.07
S -18.09 -4.13 -7.51 0.07
S -15.15 -5.48 -4.43 0.02
S -15.56 -5.63 -7.70 -0.09
S -12.51 -11.20 -12.72 0.00
F -13.11 -1.29 -3.95 0.00
F -13.30 -3.23 -2.84 0.00
F -13.33 -3.19 -5.15 0.00
O -18.48 -9.69 -4.48 -0.02
O -13.92 -11.14 -12.26 0.00
O -14.05 -11.23 -7.69 0.00
N -17.98 -9.08 -3.49 -0.01
N -15.48 -6.56 -11.24 0.00
N -17.23 -3.80 -4.12 0.00
N -19.71 -5.87 -10.33 0.01
C -17.98 -14.10 -6.34 0.00
C -16.82 -12.02 -7.79 0.00
C -10.64 -9.26 -12.49 0.00
C -18.22 -12.14 -7.65 0.00
C -10.14 -8.02 -12.07 0.00
C -15.22 -2.53 -3.95 0.06
C -17.28 -5.44 -9.76 0.02
C -11.91 -9.63 -12.11 0.00
C -17.55 -6.95 -2.41 -0.02
C -16.95 -5.06 -8.46 0.00
C -17.30 -1.76 -2.92 0.02
C -12.75 -8.77 -11.40 0.00
C -10.96 -7.12 -11.42 0.00
C -15.97 -1.56 -3.34 0.02
C -12.21 -7.53 -11.03 0.00
C -13.50 -13.27 -9.91 0.00
C -16.96 -9.09 -1.33 -0.01
C -16.61 -14.00 -6.39 0.00
C -17.53 -9.76 -2.37 0.01
C -15.86 -3.76 -4.29 -0.03
C -17.04 -7.65 -1.31 0.01
C -12.23 -12.37 -10.10 0.00
C -17.93 -7.64 -3.55 0.03
C -16.28 -6.01 -10.56 0.00
C -18.62 -5.64 -10.06 0.00
C -17.96 -2.88 -3.42 0.02
C -13.65 -13.85 -8.47 0.00
C -18.80 -13.15 -6.93 0.00
C -11.74 -12.46 -11.57 0.00
C -16.02 -12.96 -7.13 0.00
C -13.72 -2.56 -3.97 0.00
H -16.40 -11.23 -8.42 0.00
H -18.96 -3.19 -3.18 0.01
H -16.66 -7.09 -0.45 0.00
H -13.79 -9.01 -11.11 0.00
H -19.89 -13.35 -6.90 0.00
H -10.03 -9.93 -13.11 0.00
H -12.47 -11.32 -9.82 0.00
H -17.71 -10.83 -2.45 0.00
H -10.63 -12.32 -11.66 0.00
H -15.49 -0.60 -3.02 0.00
H -15.88 -14.70 -5.93 0.00
H -12.92 -6.84 -10.51 0.00
H -9.15 -7.72 -12.31 0.00
H -10.52 -6.16 -11.11 0.00
H -14.37 -12.70 -10.20 0.00
H -12.02 -13.49 -11.94 0.00
H -12.69 -14.33 -8.22 0.00
H -13.43 -14.11 -10.63 0.00
H -18.84 -11.41 -8.15 0.00
H -18.43 -14.92 -5.79 0.00
H -17.81 -1.04 -2.28 0.00
H -14.40 -14.66 -8.41 0.00
H -17.57 -5.85 -2.51 0.01
H -16.45 -9.56 -0.48 0.00
H -11.40 -12.69 -9.42 0.00

no.,F_max (eV/A),total energy (eV)
1,1.4,-81293.81267
2,0.6,-167639.51223
3,0.4,-118611.92300
4,4.8,-119668.33254